a:
The following is a DFT calculation (ωB97M-V with the def2-TZVPD basis set) of a structure of composition C2HCaFO2.

XYZ file:
```
7
Properties=species:S:1:pos:R:3
C 0.38 -0.70 0.13
C 0.35 0.04 1.22
O 0.36 0.27 2.40
O -0.04 -0.18 -1.15
H -0.39 0.95 -1.03
Ca -0.10 -2.25 -1.30
F -0.55 1.87 -0.26
```

As for the multiplicity: 1. For the gap between HOMO and LUMO, the calculation gives 4.590 eV. For the lowest unoccupied orbital energy, the calculation gives -2.215 eV. The HOMO energy comes out at -6.80 eV.

Atomic partial charges in e from the Löwdin method, atoms 1 to 2: -0.455 -0.275


b:
The following is a DFT calculation (ωB97M-V with the def2-TZVPD basis set) of a structure of composition C2HCaFO2.

XYZ file:
```
7
Properties=species:S:1:pos:R:3
C 0.45 0.63 -0.22
C -0.73 1.17 -0.15
O -1.67 1.92 -0.10
O 0.79 -0.74 -0.05
H -0.18 -1.47 0.16
Ca 2.58 0.27 0.03
F -1.23 -1.79 0.33
```

As for the multiplicity: 1. For the gap between HOMO and LUMO, the calculation gives 4.666 eV. For the lowest unoccupied orbital energy, the calculation gives -2.222 eV. The HOMO energy comes out at -6.89 eV.

Atomic partial charges in e from the Löwdin method, atoms 1 to 2: -0.459 -0.276


Of them, b has the highest stability.


a:
The following is a DFT calculation (ωB97M-V with the def2-TZVPD basis set) of a cluster of 2 separate species, C4H9NOS2 in total.

XYZ file:
```
17
Properties=species:S:1:pos:R:3
N 1.85 -3.28 0.66
C -1.90 0.61 -1.56
C -2.89 0.00 -0.76
O -2.83 -0.33 0.47
C -0.62 1.00 -0.88
S 0.64 -0.27 -0.84
S 1.51 0.50 0.96
C 1.21 2.18 1.33
H 1.27 -3.90 1.24
H 2.35 -2.77 1.31
H -2.04 0.59 -2.68
H -3.78 -0.41 -1.37
H -0.31 1.94 -1.24
H -0.85 1.17 0.16
H 1.18 -2.62 0.40
H 0.86 2.44 2.39
H 1.90 2.86 0.76
```

As for the multiplicity: 1. For the gap between HOMO and LUMO, the calculation gives 4.512 eV. For the lowest unoccupied orbital energy, the calculation gives -3.286 eV. The HOMO energy comes out at -7.80 eV.

Atomic partial charges in e from the Löwdin method, atoms 1 to 2: 0.034 -0.097


b:
The following is a DFT calculation (ωB97M-V with the def2-TZVPD basis set) of an isolated molecule of C4H9NOS2.

XYZ file:
```
17
Properties=species:S:1:pos:R:3
S 0.15 -2.53 -0.27
S -0.34 -1.23 -1.76
C 0.03 0.41 -1.08
C -0.85 0.85 0.10
C -0.27 2.02 0.86
N 0.73 1.77 1.74
C 1.23 0.48 2.20
O -0.78 3.13 0.79
H 1.49 -2.51 -0.06
H 0.00 1.19 -1.84
H 1.07 0.36 -0.78
H -1.04 0.02 0.78
H -1.79 1.14 -0.37
H 0.87 2.53 2.40
H 0.80 -0.38 1.70
H 1.04 0.36 3.27
H 2.32 0.47 2.08
```

As for the multiplicity: 1. The SMILES is CNC(=O)CCSS. For the gap between HOMO and LUMO, the calculation gives 9.384 eV. For the lowest unoccupied orbital energy, the calculation gives 0.297 eV. The HOMO energy comes out at -9.09 eV.

Atomic partial charges in e from the Löwdin method, atoms 1 to 2: 0.302 0.436


Of them, b has the highest stability.